[1]
Here is 2 unconnected molecules or ions with the total composition C37H31F3O4S at a distorted geometry from the Open Molecules 2025 dataset. Energies are from ωB97M-V with the def2-TZVPD basis set.

Frontier orbital gap   3.54 eV
DFT total energy   -2427.1384 a.u.

Atoms and positions in Å:
S (0.729, -3.771, 0.402)
F (-3.323, -0.250, -4.215)
F (-4.943, -1.737, -4.001)
F (-4.956, 0.089, -2.780)
O (1.332, -2.636, -0.267)
O (-9.884, -5.126, 2.332)
O (1.093, -5.116, -0.001)
O (-3.601, -8.497, -4.377)
C (-7.709, -5.903, 2.871)
C (-2.095, -2.115, -2.663)
C (-3.146, -6.486, -1.327)
C (-2.387, -8.228, -5.114)
C (-1.307, -2.771, -1.741)
C (-0.215, -7.494, 2.484)
C (-4.138, -0.872, -3.300)
C (-1.744, -2.935, -0.392)
C (1.356, -3.529, 2.078)
C (-8.669, -5.549, 1.893)
C (1.392, -4.614, 2.943)
C (-3.026, -2.405, -0.038)
C (1.884, -2.298, 2.481)
C (-1.003, -6.799, 5.081)
C (-0.966, -3.634, 0.553)
C (-1.430, -6.773, 2.681)
C (-4.604, -6.240, 0.711)
C (-5.988, -6.023, 1.133)
C (-10.691, -4.308, 1.452)
C (-3.779, -7.928, -3.159)
C (2.501, -2.197, 3.729)
C (-3.556, -5.977, 1.628)
C (-5.011, -8.185, -2.507)
C (0.144, -7.573, 4.878)
C (-4.327, -6.786, -0.615)
C (-3.792, -1.707, -0.954)
C (-8.316, -5.572, 0.527)
C (-6.980, -5.683, 0.185)
C (-5.234, -7.677, -1.252)
C (-6.402, -6.137, 2.490)
C (-2.833, -7.082, -2.538)
C (-3.327, -1.588, -2.266)
C (0.540, -7.908, 3.577)
C (1.988, -4.508, 4.196)
C (-2.271, -6.503, 1.551)
C (2.569, -3.299, 4.588)
C (-1.788, -6.398, 4.000)
H (-6.691, -5.500, -0.848)
H (-1.382, -4.068, 1.455)
H (0.730, -7.909, 5.734)
H (-9.078, -5.442, -0.235)
H (0.979, -5.558, 2.597)
H (-3.381, -2.541, 0.988)
H (-10.163, -3.385, 1.177)
H (-0.356, -3.188, -2.050)
H (-2.521, -8.792, -6.036)
H (-10.974, -4.842, 0.535)
H (1.849, -1.449, 1.801)
H (-1.895, -6.893, 0.613)
H (2.016, -5.381, 4.851)
H (-1.499, -8.581, -4.570)
H (-6.146, -7.968, -0.730)
H (-1.746, -1.986, -3.683)
H (0.122, -7.712, 1.462)
H (2.950, -1.249, 4.020)
H (-5.739, -8.808, -3.014)
H (-3.821, -5.364, 2.498)
H (-1.868, -6.889, -3.012)
H (-5.665, -6.417, 3.246)
H (-2.284, -7.156, -5.336)
H (-8.027, -5.946, 3.911)
H (-2.711, -5.833, 4.160)
H (-2.445, -5.755, -0.925)
H (-4.734, -1.244, -0.647)
H (3.067, -3.227, 5.556)
H (1.453, -8.483, 3.418)
H (-1.304, -6.514, 6.087)
H (-11.572, -4.080, 2.051)

Force components x, y, z for each atom (eV/Å):
S 0.50 0.48 1.14
F -0.91 -0.42 0.46
F 0.39 0.73 0.22
F 0.42 -0.65 -0.41
O -0.40 -0.28 -0.81
O 0.13 -0.15 -0.34
O 0.18 -0.07 0.00
O 0.28 0.28 0.35
C -0.41 0.27 -0.41
C 0.08 -0.07 0.50
C 0.03 0.07 0.29
C -0.39 0.00 0.31
C -0.32 0.08 0.17
C -0.58 0.04 0.09
C 0.13 0.20 -0.19
C -0.59 0.15 -0.40
C -0.08 -0.24 0.34
C 0.27 0.21 -0.29
C 0.05 -0.11 -0.05
C 0.33 -0.34 0.04
C 0.04 -0.19 -0.09
C -0.19 0.12 -0.26
C 0.00 -0.39 0.31
C 0.92 0.12 0.71
C 0.89 0.36 0.12
C -0.54 0.36 0.15
C 0.31 -0.42 0.15
C 0.05 0.36 0.15
C -0.06 -0.08 -0.02
C -0.44 0.18 -0.16
C 0.89 -0.05 -0.44
C -0.17 0.09 -0.29
C -0.08 -0.39 -0.71
C 0.16 -0.24 -0.17
C -0.07 0.42 0.75
C 0.23 -0.55 -0.01
C -0.19 0.33 0.41
C 0.29 -0.09 -0.36
C -0.39 -0.37 -0.42
C -0.36 0.57 -0.24
C -0.07 0.04 0.04
C 0.09 0.16 0.03
C -0.24 0.19 -0.34
C -0.23 -0.14 -0.19
C 0.21 -0.36 -0.17
H -0.04 -0.24 0.18
H 0.14 0.42 0.08
H -0.12 0.10 -0.23
H 0.26 0.29 0.10
H 0.22 0.29 0.16
H 0.17 0.15 -0.28
H -0.02 -0.24 0.14
H -0.06 0.08 0.06
H 0.19 0.11 0.08
H -0.03 0.07 0.34
H 0.02 -0.24 0.15
H -0.23 -0.26 0.17
H 0.04 0.27 -0.15
H -0.28 0.04 -0.12
H 0.21 0.12 -0.13
H -0.11 -0.05 0.14
H -0.22 0.08 0.46
H -0.10 -0.19 -0.02
H 0.07 -0.04 0.13
H 0.02 -0.60 -0.19
H -0.40 0.12 0.17
H -0.27 0.03 -0.22
H -0.09 -0.28 0.09
H 0.15 0.02 -0.23
H 0.44 -0.21 0.08
H -0.13 -0.06 -0.07
H 0.29 -0.22 -0.20
H -0.14 0.06 -0.29
H -0.26 0.18 0.03
H 0.11 -0.09 -0.19
H 0.03 0.04 -0.20

Mulliken population analysis, charges in e, atoms 1 to 5: 1.266, -0.278, -0.266, -0.278, -0.721

=====

[2]
Here is a molecular structure, C37H32AsAuClO2P at a distorted geometry from the Open Molecules 2025 dataset. Energies are from ωB97M-V with the def2-TZVPD basis set.

Multiplicity   3
Frontier orbital gap (spin up / spin down)   6.30 / 4.25 eV
Charge   +2
DFT total energy   -4751.9223 a.u.

Atoms and positions in Å:
Au (0.409, 1.195, 0.439)
As (-2.767, -1.618, 1.222)
Cl (-0.088, 3.435, 0.242)
P (2.400, 1.433, -0.915)
O (-0.918, -1.101, 1.468)
O (0.430, -1.516, -0.335)
C (4.090, -1.896, -2.540)
C (3.811, -0.337, -4.363)
C (-2.835, -4.896, 4.624)
C (5.115, 1.325, -0.055)
C (-5.505, 2.121, 2.196)
C (3.453, 1.953, 1.594)
C (3.438, -1.011, -1.680)
C (-3.765, -0.032, 1.686)
C (4.432, 1.956, 2.588)
C (-4.684, -0.095, 2.755)
C (3.284, 4.050, -1.609)
C (-3.036, -3.622, -0.854)
C (1.243, 3.240, -2.650)
C (3.773, 1.594, 0.274)
C (3.178, 0.567, -3.507)
C (-3.658, 1.160, 0.946)
C (3.100, 5.281, -2.241)
C (1.065, 4.476, -3.270)
C (-3.176, -1.790, -2.973)
C (6.097, 1.372, 0.935)
C (5.759, 1.670, 2.261)
C (2.355, 3.021, -1.809)
C (-5.557, 0.974, 2.997)
C (-3.961, -3.737, 2.805)
C (1.997, 5.500, -3.065)
C (-2.939, -2.240, -0.598)
C (-3.026, -1.322, -1.657)
C (-1.672, -3.148, 3.403)
C (-3.272, -3.163, -3.226)
C (-1.692, -4.116, 4.413)
C (-0.054, -0.778, 0.501)
C (-3.967, -4.702, 3.822)
C (3.027, 0.254, -2.140)
C (-2.803, -2.957, 2.591)
C (-3.201, -4.077, -2.169)
C (4.285, -1.562, -3.886)
C (-4.545, 2.221, 1.186)
H (0.177, 4.639, -3.883)
H (4.778, -2.265, -4.562)
H (-0.037, 0.836, 2.093)
H (-2.889, 1.264, 0.173)
H (4.152, 2.177, 3.620)
H (4.438, -2.858, -2.162)
H (-0.288, 1.676, 2.020)
H (0.491, 2.454, -2.771)
H (-3.275, -5.149, -2.358)
H (-6.291, 0.898, 3.804)
H (-2.984, -0.248, -1.456)
H (-0.800, -4.245, 5.028)
H (3.816, 6.080, -2.068)
H (3.924, -0.087, -5.418)
H (4.136, 3.888, -0.951)
H (-0.780, -2.540, 3.236)
H (-4.482, 3.119, 0.568)
H (5.387, 1.072, -1.081)
H (2.416, 2.195, 1.845)
H (-2.986, -4.326, -0.018)
H (-4.847, -3.587, 2.186)
H (2.824, 1.522, -3.896)
H (-6.190, 2.947, 2.382)
H (-4.733, -0.996, 3.369)
H (1.835, 6.474, -3.528)
H (-3.395, -3.521, -4.248)
H (6.524, 1.673, 3.038)
H (7.132, 1.161, 0.675)
H (-4.860, -5.309, 3.985)
H (-2.837, -5.652, 5.413)
H (-3.224, -1.070, -3.793)
H (3.244, -1.300, -0.645)

Force components x, y, z for each atom (eV/Å):
Au 1.20 0.11 -2.04
As 1.06 0.22 0.15
Cl -0.47 1.04 -0.21
P 2.47 1.56 -1.40
O -1.24 -0.37 -0.46
O -0.66 1.26 1.34
C -0.10 0.08 0.11
C -0.13 0.03 0.10
C 0.11 0.28 -0.26
C -0.06 -0.15 0.07
C 0.23 -0.31 0.14
C 0.05 -0.28 0.08
C 0.10 -0.15 -0.22
C -0.17 0.54 0.21
C -0.01 0.15 -0.03
C 0.01 -0.28 -0.28
C -0.18 -0.23 0.05
C 0.11 0.09 0.14
C 0.25 0.22 0.15
C -0.09 -0.15 0.53
C 0.06 -0.04 0.06
C -0.19 -0.01 -0.25
C -0.04 -0.09 -0.04
C 0.04 -0.25 0.07
C 0.04 0.15 0.55
C -0.20 0.11 -0.03
C -0.26 -0.05 -0.18
C -0.76 0.11 -0.20
C 0.23 -0.14 -0.19
C 0.23 0.10 0.02
C -0.16 -0.22 0.09
C -0.19 -0.16 -0.20
C 0.01 0.00 -0.21
C -0.03 0.10 -0.14
C 0.12 0.08 0.33
C -0.18 0.16 -0.23
C -0.82 -2.95 -1.32
C 0.14 0.20 -0.15
C -0.30 -0.61 -0.14
C -0.19 -0.64 0.49
C 0.01 0.24 0.34
C -0.21 0.15 0.23
C 0.40 -0.39 -0.06
H 0.35 0.01 0.14
H -0.16 0.28 0.27
H -0.81 1.66 1.57
H -0.33 0.05 0.21
H 0.13 0.00 -0.36
H -0.12 0.27 -0.09
H 0.13 -1.42 1.34
H 0.21 0.27 -0.02
H 0.01 0.36 0.07
H 0.33 0.03 -0.28
H -0.02 -0.35 -0.21
H -0.32 -0.02 -0.16
H -0.10 -0.15 -0.05
H 0.01 -0.01 0.31
H -0.18 0.12 -0.14
H -0.28 -0.32 0.17
H 0.04 -0.28 0.26
H -0.06 0.03 0.29
H 0.43 -0.01 0.05
H 0.01 0.12 -0.36
H 0.17 -0.12 0.17
H 0.16 -0.26 0.13
H 0.16 -0.25 -0.09
H -0.08 0.28 -0.10
H 0.12 -0.28 0.13
H 0.02 0.11 0.31
H -0.21 -0.01 -0.25
H -0.23 0.07 0.03
H 0.28 0.23 -0.09
H -0.06 0.27 -0.30
H -0.02 -0.26 0.28
H 0.19 0.07 -0.24

Mulliken population analysis, charges in e, atoms 1 to 5: 0.662, 1.563, -0.453, 0.790, -0.354

=====

[3]
Here is a molecular structure, C37H32BrCaClN5O5PS at a distorted geometry from the Open Molecules 2025 dataset. Energies are from ωB97M-V with the def2-TZVPD basis set.

Frontier orbital gap   7.82 eV
DFT total energy   -6530.6268 a.u.

Atoms and positions in Å:
Br (1.792, -3.014, 2.623)
Ca (0.897, -0.628, 0.782)
Cl (-1.596, -2.488, 1.250)
S (4.462, 1.838, -1.574)
P (-1.573, 0.336, -0.314)
O (-1.188, 3.392, 5.999)
O (1.645, 0.353, 2.422)
O (1.493, 2.329, 3.457)
O (-1.481, -2.359, -1.908)
O (0.535, 2.133, 6.593)
N (3.684, 1.906, 1.013)
N (-2.093, -0.227, 3.871)
N (2.228, 1.003, -0.617)
N (2.174, 0.807, -1.970)
N (-0.973, -0.138, 3.157)
C (-1.695, 4.341, 1.992)
C (3.402, -3.844, -2.410)
C (-0.600, 3.957, 1.235)
C (-2.103, 0.617, 4.925)
C (4.489, -0.085, -4.361)
C (3.600, -4.059, -1.026)
C (-2.780, 3.484, 2.110)
C (-2.510, 2.493, -1.941)
C (-2.065, 0.412, -3.055)
C (-2.913, 3.047, -3.147)
C (3.213, 1.164, -2.617)
C (-0.239, 0.778, 3.762)
C (-1.678, 1.854, 0.721)
C (-3.102, -1.740, 0.837)
C (1.868, -2.322, -0.515)
C (4.742, -5.235, 0.751)
C (-0.592, 2.723, 0.606)
C (-0.906, 1.292, 4.897)
C (-4.384, -0.008, -0.196)
C (1.074, 1.213, 3.186)
C (-3.135, -0.528, 0.140)
C (-5.497, -1.862, 0.845)
C (-2.898, 2.288, -4.307)
C (2.786, -3.339, -0.096)
C (-0.417, 2.285, 5.893)
C (-2.777, 2.249, 1.478)
C (4.576, -4.980, -0.579)
C (2.967, -3.709, 1.263)
C (3.903, -4.606, 1.689)
C (-2.093, 1.163, -1.879)
C (-2.468, 0.970, -4.257)
C (3.368, 1.553, -0.230)
C (-4.270, -2.404, 1.190)
C (-5.554, -0.662, 0.151)
C (2.474, -2.938, -2.831)
C (3.426, 0.986, -4.081)
C (1.753, -2.173, -1.887)
H (-1.694, 5.303, 2.490)
H (1.111, -1.388, -2.287)
H (4.582, 2.297, 1.227)
H (-0.531, -2.539, -1.976)
H (-4.211, -3.345, 1.722)
H (2.472, 0.696, -4.520)
H (0.258, 2.436, -0.005)
H (4.564, -0.274, -5.433)
H (-3.217, 2.723, -5.245)
H (4.230, -1.018, -3.860)
H (5.184, -5.488, -1.320)
H (-2.803, -0.884, 3.597)
H (-3.241, 4.079, -3.173)
H (3.997, -4.409, -3.118)
H (-6.406, -2.381, 1.117)
H (-1.742, -0.619, -3.014)
H (-3.654, 3.786, 2.679)
H (-3.648, 1.613, 1.560)
H (-2.919, 0.645, 5.628)
H (5.466, 0.236, -3.999)
H (-2.524, 3.104, -1.050)
H (-2.447, 0.375, -5.161)
H (5.493, -5.935, 1.093)
H (-4.435, 0.924, -0.744)
H (-6.510, -0.240, -0.129)
H (0.255, 4.612, 1.150)
H (3.097, 1.545, 1.766)
H (2.305, -2.781, -3.892)
H (-1.844, 3.408, 5.293)
H (-1.893, -3.189, -1.650)
H (3.739, 1.934, -4.523)
H (3.992, -4.845, 2.740)

Force components x, y, z for each atom (eV/Å):
Br 0.13 0.07 -0.30
Ca -0.78 -0.57 -0.77
Cl 0.10 -0.37 0.11
S -0.36 -0.12 0.21
P -1.03 0.98 -0.22
O -0.04 0.19 0.13
O 0.57 1.01 1.24
O -0.06 -0.09 0.03
O -0.03 -0.11 -0.15
O -0.02 -0.01 0.01
N -0.25 -0.20 0.35
N -0.14 -0.02 0.04
N 0.57 0.27 0.51
N -0.34 -0.02 -0.28
N 0.41 0.10 -0.20
C 0.00 0.01 0.07
C -0.03 0.09 -0.08
C 0.08 -0.04 0.05
C -0.01 -0.02 0.06
C -0.09 0.08 0.00
C -0.08 0.07 0.17
C -0.13 0.07 0.10
C -0.03 -0.07 -0.01
C 0.03 0.02 0.00
C -0.02 0.02 -0.01
C 0.23 0.20 0.31
C -0.09 0.11 0.22
C 0.09 -0.05 0.21
C -0.23 0.31 -0.25
C 0.27 -0.80 -0.44
C 0.03 -0.01 -0.16
C 0.03 -0.10 0.05
C -0.05 -0.05 -0.17
C 0.01 -0.09 -0.01
C 0.31 0.30 0.25
C 0.23 -0.21 0.12
C -0.03 0.04 0.03
C -0.01 0.03 -0.01
C 0.08 -0.13 -0.26
C 0.05 -0.07 -0.06
C 0.10 -0.05 0.04
C 0.04 -0.06 0.05
C -0.01 -0.16 0.23
C -0.10 0.06 0.15
C 0.15 -0.21 -0.26
C -0.01 0.00 -0.03
C 0.05 0.01 -1.02
C 0.07 -0.06 0.06
C -0.03 0.01 -0.03
C 0.06 -0.05 -0.13
C 0.19 -0.14 -0.03
C -0.03 -0.09 0.19
H -0.05 -0.01 -0.01
H 0.01 0.00 -0.03
H 0.02 -0.04 -0.01
H -0.01 -0.12 0.18
H 0.02 0.00 -0.02
H -0.05 0.06 0.04
H 0.04 0.02 0.04
H 0.04 0.01 0.01
H 0.01 0.00 0.00
H 0.01 -0.01 0.00
H 0.01 0.00 0.02
H -0.02 -0.01 -0.02
H 0.01 0.00 -0.01
H 0.00 -0.01 0.00
H 0.00 -0.01 -0.01
H -0.05 0.05 -0.07
H 0.07 -0.01 -0.01
H 0.03 -0.04 0.06
H -0.01 0.00 -0.03
H 0.02 -0.04 -0.02
H -0.05 0.04 -0.08
H 0.01 -0.02 0.01
H -0.01 -0.01 0.00
H 0.01 0.00 -0.04
H 0.00 0.01 0.01
H 0.04 0.00 -0.02
H -0.03 0.16 0.07
H 0.02 -0.02 0.00
H 0.03 -0.06 -0.10
H 0.12 -0.03 0.01
H -0.10 0.01 -0.04
H -0.02 0.01 0.00

Mulliken population analysis, charges in e, atoms 1 to 5: -0.155, 1.361, 0.045, -0.259, 0.987

=====

> Look up the DFT total energy of the third one.

-6530.6268 a.u.